{"formula": "C55H38ClF4N16O3RbSSe", "method": "wB97M-V/def2-TZVPD", "lumo_energy_ev": 1.4, "orbital_gap_ev": 3.2, "total_charge": -2, "e_above_lowest_kcal_mol": 96.9, "total_energy_ha": -6903.96986, "elements": ["Rb", "Cl", "C", "C", "C", "C", "O", "C", "C", "N", "C", "C", "C", "C", "C", "C", "C", "C", "N", "C", "C", "H", "H", "H", "H", "H", "H", "H", "H", "H", "H", "N", "C", "N", "C", "N", "N", "C", "N", "C", "C", "C", "C", "C", "N", "H", "H", "H", "H", "H", "H", "H", "H", "N", "C", "C", "C", "C", "C", "C", "S", "O", "O", "N", "C", "N", "C", "C", "C", "N", "H", "H", "H", "H", "H", "H", "H", "H", "H", "F", "C", "C", "F", "C", "C", "C", "F", "C", "C", "C", "N", "C", "N", "F", "C", "C", "N", "C", "N", "C", "C", "C", "C", "C", "C", "Se", "C", "C", "C", "H", "H", "H", "H", "H", "H", "H", "H", "H", "H", "H"], "positions_angstrom": [[0.59691, 0.15613, -1.50967], [2.39280, -4.64271, 2.50832], [1.23350, -3.55439, 1.79444], [0.17410, -4.08138, 1.02597], [-0.71346, -3.25018, 0.41237], [-0.62478, -1.81819, 0.51523], [-1.36423, -1.06000, -0.17924], [0.37470, -1.31730, 1.43761], [0.38285, 0.00082, 1.95149], [-0.46517, 0.96542, 1.72689], [-0.51927, 1.98468, 2.62081], [-0.38770, 1.73891, 3.99267], [-0.27346, 2.75588, 4.94462], [-0.29549, 4.06956, 4.56696], [-0.52707, 4.39290, 3.21613], [-0.53914, 5.73364, 2.79739], [-0.72458, 6.05465, 1.48029], [-1.01121, 5.03836, 0.58813], [-1.06505, 3.77350, 0.97579], [-0.72345, 3.36140, 2.24875], [1.32875, -2.21802, 1.99294], [0.08298, -5.15609, 0.92778], [-1.51015, -3.65832, -0.19529], [1.17981, 0.18359, 2.68775], [-0.37230, 0.70375, 4.30603], [-0.13279, 2.49738, 5.98732], [-0.15348, 4.86866, 5.28318], [-0.37099, 6.50698, 3.53639], [-0.67815, 7.07426, 1.12678], [-1.20986, 5.20227, -0.46193], [2.12790, -1.82502, 2.60860], [-2.56212, -2.41041, -2.31479], [-1.90897, -2.41292, -3.47206], [-2.51021, -2.97042, -4.53989], [-1.80467, -2.92378, -5.65771], [-2.32527, -3.56830, -6.74522], [-0.62205, -2.32117, -5.82617], [-0.12148, -1.80682, -4.70152], [-0.67613, -1.84871, -3.50524], [1.17793, -1.08104, -4.83646], [1.43937, -0.38798, -6.01226], [2.64071, 0.29595, -6.11682], [3.53070, 0.25035, -5.05805], [3.17593, -0.46414, -3.92194], [2.02269, -1.11591, -3.80607], [-3.52400, -2.69923, -2.30569], [-2.18166, -1.88247, -1.51663], [-3.29598, -3.81680, -6.67542], [-1.96502, -3.30190, -7.64315], [0.70410, -0.38565, -6.80393], [2.87155, 0.86105, -7.01241], [4.47977, 0.76831, -5.09798], [3.83988, -0.51778, -3.06158], [5.50799, 5.77995, 1.92138], [4.68249, 5.13712, 0.99102], [4.31734, 3.80109, 1.17753], [3.46646, 3.17810, 0.28680], [2.96434, 3.88577, -0.79987], [3.30543, 5.21284, -0.98885], [4.16956, 5.83700, -0.10091], [1.78932, 3.10602, -1.87224], [2.35565, 1.83743, -2.28007], [1.46678, 4.03983, -2.92364], [0.63085, 2.92997, -0.77481], [-0.64122, 2.69594, -1.08972], [-1.50246, 2.87754, 0.00954], [-2.92289, 2.57550, -0.00329], [-3.38692, 2.55891, -1.42674], [-2.49061, 2.40623, -2.41317], [-1.11221, 2.39683, -2.26693], [6.07362, 5.16177, 2.47871], [6.02457, 6.56240, 1.55773], [4.70621, 3.25570, 2.03103], [3.19839, 2.13513, 0.41684], [2.88913, 5.73870, -1.84017], [4.44588, 6.87666, -0.24434], [-3.42359, 3.34814, 0.58660], [-4.45183, 2.60385, -1.60548], [-2.82759, 2.35579, -3.44294], [-5.16647, -1.36174, 3.42669], [-6.15735, -0.47263, 3.29893], [-7.02676, -0.29892, 4.35188], [-6.82343, -1.04298, 5.45046], [-8.10311, 0.61128, 4.32336], [-8.20841, 1.31166, 3.10697], [-7.33627, 1.13278, 2.06110], [-7.52019, 1.86160, 0.94652], [-6.27454, 0.24287, 2.11269], [-5.36890, 0.01529, 0.95138], [-4.24042, 0.71238, 0.81181], [-3.23384, 1.32963, 0.68930], [-5.71578, -0.97372, -0.01872], [-6.06076, -1.76668, -0.78186], [-9.20329, 2.19831, 2.93751], [-9.00490, 0.80493, 5.42087], [-8.91696, 0.10173, 6.65436], [-8.91861, -0.42216, 7.68674], [-10.07223, 1.74469, 5.40570], [-10.95584, 2.48995, 5.47402], [5.71092, -7.96638, -0.76570], [5.39322, -6.49626, -0.63066], [4.59597, -5.83889, -1.55479], [4.28295, -4.48361, -1.43789], [3.43027, -3.83612, -2.48601], [4.77153, -3.74361, -0.34406], [4.36283, -1.88728, -0.12573], [5.57828, -4.41033, 0.60803], [6.09586, -3.68759, 1.81872], [5.87852, -5.75811, 0.44133], [5.17039, -8.40666, -1.60506], [5.43298, -8.51262, 0.14006], [6.78071, -8.13132, -0.92940], [4.19674, -6.39593, -2.40018], [3.11594, -4.56193, -3.24218], [3.98292, -3.03255, -2.97686], [2.54699, -3.37196, -2.04657], [5.25850, -3.36115, 2.44124], [6.63191, -2.78294, 1.52675], [6.75152, -4.33513, 2.41049], [6.50683, -6.25345, 1.18120]], "atomic_forces_ev_per_a": [[0.071, -1.675, 0.002], [-0.011, -0.008, -0.029], [-0.016, -0.071, 0.070], [0.066, 0.090, -0.016], [0.012, -0.080, -0.030], [-0.103, 0.033, 0.133], [-0.295, -0.228, 0.381], [-0.096, -0.157, -0.194], [-0.141, -0.023, 0.253], [-0.017, 0.144, -0.383], [0.150, -0.213, 0.062], [-0.033, 0.146, -0.028], [0.054, 0.012, -0.008], [-0.019, -0.021, 0.115], [-0.065, -0.118, -0.037], [0.050, -0.058, -0.106], [0.072, 0.254, 0.033], [-0.038, 0.126, -0.133], [0.159, -0.306, 0.275], [0.007, -0.053, 0.121], [-0.008, 0.157, 0.083], [0.016, 0.010, -0.049], [0.008, 0.007, -0.007], [0.045, 0.003, -0.020], [0.034, 0.030, 0.008], [-0.031, -0.034, -0.042], [-0.017, -0.004, -0.039], [0.002, -0.004, -0.001], [-0.040, -0.034, -0.014], [-0.086, 0.005, 0.035], [0.025, 0.021, -0.032], [0.001, 0.212, 0.080], [0.032, -0.054, -0.209], [0.016, -0.068, 0.088], [-0.009, 0.009, -0.007], [-0.051, 0.026, 0.082], [0.036, 0.036, -0.014], [-0.034, -0.069, 0.017], [-0.155, 0.115, 0.011], [0.096, 0.041, -0.119], [0.089, 0.016, 0.023], [-0.035, -0.012, 0.012], [-0.004, -0.012, -0.085], [0.120, -0.097, 0.086], [-0.155, 0.092, -0.119], [-0.075, -0.063, -0.049], [0.054, -0.039, 0.059], [-0.027, 0.003, -0.033], [0.049, 0.011, -0.008], [0.035, -0.038, -0.014], [0.006, -0.007, 0.022], [-0.022, 0.005, 0.033], [-0.073, -0.040, -0.005], [-0.193, -0.039, -0.006], [-0.027, 0.074, -0.028], [0.013, 0.016, 0.066], [0.066, -0.068, -0.110], [-0.053, -0.013, 0.062], [0.003, -0.065, -0.088], [0.038, -0.004, 0.070], [0.207, 0.686, 0.053], [0.334, 0.601, -0.113], [-0.041, 0.092, 0.062], [-0.074, -0.072, 0.101], [0.050, 0.760, -0.256], [-0.136, -0.137, -0.123], [-0.121, 0.148, -0.222], [0.163, -0.111, 0.016], [0.031, 0.326, 0.149], [-0.349, -0.313, 0.071], [0.074, 0.000, -0.025], [0.078, -0.002, -0.009], [0.003, -0.021, -0.060], [0.031, 0.051, 0.036], [0.044, 0.011, 0.053], [-0.015, -0.026, -0.016], [-0.025, 0.111, -0.059], [0.011, -0.056, -0.022], [0.002, -0.096, 0.035], [0.090, -0.109, 0.048], [-0.119, 0.145, -0.032], [-0.037, 0.069, -0.061], [0.047, -0.063, 0.101], [-0.080, -0.033, 0.120], [-0.014, -0.062, 0.071], [0.080, 0.032, 0.005], [-0.051, 0.068, -0.095], [0.152, -0.068, -0.091], [0.007, -0.084, 0.200], [-0.592, -0.041, -0.365], [0.640, -0.065, 0.328], [0.062, -0.005, -0.045], [0.120, 0.051, 0.024], [-0.079, 0.120, -0.043], [-0.117, 0.036, 0.167], [0.018, 0.030, -0.102], [0.020, 0.040, -0.107], [0.078, -0.038, -0.022], [0.086, -0.072, -0.021], [0.033, 0.120, 0.038], [-0.035, -0.106, -0.030], [-0.022, 0.068, -0.004], [0.088, -0.127, 0.108], [0.016, -0.076, -0.034], [0.021, 0.088, 0.156], [-0.043, 0.094, -0.115], [-0.061, -0.079, -0.133], [0.003, -0.063, -0.016], [0.029, 0.055, 0.072], [0.007, -0.007, 0.003], [0.003, -0.020, -0.034], [-0.026, -0.021, -0.010], [0.004, 0.028, 0.019], [0.018, 0.017, 0.039], [-0.047, 0.031, 0.010], [-0.005, 0.061, -0.008], [0.038, 0.043, -0.006], [-0.003, 0.010, 0.028], [-0.038, 0.022, -0.050], [-0.050, 0.042, -0.008]], "mulliken_charge": [1.39, -0.25, 0.23, -0.55, -0.76, 0.56, -1.14, 0.99, -0.82, 0.39, 0.15, -0.61, -0.79, -1.15, 0.53, -0.52, -1.09, 0.05, 0.13, 0.51, -1.42, 0.41, 0.57, 0.44, 0.69, 0.41, 0.37, 0.41, 0.46, 0.54, 0.36, -0.08, 0.37, -0.73, 0.35, -0.41, -0.67, -0.05, 0.08, 0.57, -0.65, -0.59, -0.70, -0.16, 0.26, 0.23, 0.20, 0.27, 0.26, 0.49, 0.38, 0.43, 0.28, -0.59, 1.13, -0.92, -0.84, -0.41, -0.42, -0.69, 1.09, -0.42, -0.83, 0.30, -0.75, 1.30, -0.71, -0.74, -0.92, -0.20, 0.24, 0.22, 0.34, 0.76, 0.50, 0.30, 0.46, 0.52, 0.47, -0.31, 0.70, -0.10, -0.34, 0.72, 0.02, 0.46, -0.34, 0.02, -0.96, 0.57, 0.26, 0.19, -0.64, -0.35, 0.38, 0.14, -0.73, 0.15, -0.74, -1.49, 0.81, -1.31, 1.09, -1.06, 0.30, -0.32, 0.81, -1.48, -0.98, 0.33, 0.32, 0.30, 0.18, 0.28, 0.15, 0.09, 0.19, 0.29, 0.37, 0.24]}